Density functional theory data (ωB97M-V with the def2-TZVPD basis set) for C15H48BNO20 as an isolated structure at a distorted geometry.

Each line ends with the Löwdin charge.
CARTESIAN COORDINATES (ANGSTROEM)
1 C -5.898 0.586 2.487  -0.11
2 C -4.996 0.057 1.351  -0.29
3 C -4.145 -1.024 1.843  -0.27
4 C -3.112 -1.528 0.889  -0.05
5 N -2.356 -2.840 1.385  -0.21
6 C -1.587 -2.593 2.674  -0.09
7 C -0.438 -3.615 2.838  -0.11
8 C -0.022 -3.811 1.363  -0.08
9 C -1.261 -3.209 0.577  -0.15
10 C -3.230 -4.061 1.694  -0.06
11 C -4.188 -4.348 0.463  -0.22
12 C -5.135 -5.440 0.740  -0.10
13 H -6.522 -0.231 2.837  0.07
14 H -6.350 1.619 2.127  0.12
15 H -5.310 0.955 3.360  0.08
16 H -4.249 0.741 0.869  0.14
17 H -5.859 -0.293 0.708  0.13
18 H -4.923 -1.832 2.225  0.15
19 H -3.754 -0.717 2.820  0.12
20 H -2.274 -0.860 1.006  0.12
21 H -3.599 -1.724 -0.104  0.16
22 H -2.206 -2.693 3.566  0.14
23 H -1.129 -1.684 2.609  0.10
24 H -0.621 -4.543 3.252  0.08
25 H 0.406 -3.242 3.504  0.14
26 H 0.066 -4.766 1.099  0.06
27 H 0.882 -3.248 1.155  0.11
28 H -1.490 -3.739 -0.433  0.18
29 H -1.014 -2.217 0.141  0.13
30 H -3.906 -3.889 2.649  0.17
31 H -2.704 -4.981 1.684  0.12
32 H -3.654 -4.503 -0.253  0.00
33 H -4.903 -3.437 0.299  0.15
34 H -5.848 -5.673 -0.179  0.14
35 H -5.791 -5.183 1.542  0.07
36 H -4.779 -6.363 0.962  0.04
37 O 0.291 0.672 1.797  0.12
38 C 0.937 0.871 0.760  -0.39
39 O 0.750 1.791 -0.071  0.31
40 B 1.897 1.880 -1.039  -0.76
41 O 2.812 0.832 -0.501  0.30
42 C 2.257 0.365 0.540  -0.36
43 O 2.761 -0.540 1.210  0.05
44 O 2.442 3.237 -0.898  0.32
45 C 2.451 3.695 -2.057  -0.42
46 O 3.224 4.630 -2.297  0.13
47 C 1.721 2.904 -2.928  -0.42
48 O 1.538 1.793 -2.426  0.35
49 O 1.357 3.160 -4.079  0.15
50 O -0.062 0.396 -5.573  -0.01
51 H -0.231 1.122 -5.174  -0.15
52 H -0.159 0.392 -6.566  0.08
53 O 5.082 -0.746 3.310  -0.01
54 H 4.209 -0.783 3.022  -0.04
55 H 5.484 -1.573 3.031  0.08
56 O -1.527 2.259 2.948  -0.01
57 H -0.895 2.807 3.290  -0.01
58 H -1.068 1.600 2.495  -0.06
59 O 3.751 5.465 -4.886  -0.02
60 H 4.624 5.880 -4.892  0.07
61 H 3.513 5.382 -4.002  -0.04
62 O 4.319 6.979 -0.580  -0.07
63 H 4.429 7.584 -1.355  0.06
64 H 3.950 6.370 -1.221  -0.02
65 O 3.390 -0.860 -2.910  0.01
66 H 3.224 -0.201 -2.367  -0.09
67 H 3.324 -0.321 -3.740  0.08
68 O 0.068 5.583 -0.464  -0.10
69 H 0.164 6.330 -1.155  0.08
70 H 1.014 5.591 -0.173  0.04
71 O 2.571 -1.767 3.075  -0.07
72 H 2.808 -2.320 2.362  0.01
73 H 2.305 -0.954 2.585  0.01
74 O 4.559 -2.098 -0.246  -0.06
75 H 3.934 -1.474 0.220  0.01
76 H 4.089 -2.428 -1.000  0.00
77 O -1.141 2.694 -4.736  -0.10
78 H -1.875 3.194 -4.247  0.09
79 H -0.264 3.014 -4.431  -0.01
80 O 5.117 1.071 1.433  -0.01
81 H 5.165 0.306 2.012  -0.03
82 H 4.960 1.801 1.946  -0.01
83 O 4.205 2.766 -5.573  -0.18
84 H 4.581 2.198 -4.820  0.05
85 H 3.803 3.748 -5.395  0.07

Values from the calculation:
LUMO energy in eV: -0.86
Gap between HOMO and LUMO in Eh: 0.3284
E_HOMO in eV: -9.79
Energy relative to the best compared isomer or geometry (same formula, charge and spin) in kcal/mol: 0.0

Density functional theory data (ωB97M-V with the def2-TZVPD basis set) for C18H22ClN6OPPd as an isolated structure.

Each line ends with the Löwdin charge.
CARTESIAN COORDINATES (ANGSTROEM)
1 Pd -0.321 0.156 1.350  0.85
2 O 1.880 -2.006 3.869  0.17
3 C 1.443 -1.174 3.127  -0.44
4 N 0.179 -1.224 2.554  -0.12
5 C -0.755 -2.290 2.861  -0.11
6 C -2.009 -2.049 2.074  -0.21
7 C -3.106 -2.890 2.145  0.03
8 C -4.240 -2.595 1.412  0.01
9 C -4.264 -1.452 0.621  -0.01
10 C -3.146 -0.652 0.582  -0.14
11 N -2.038 -0.950 1.280  -0.05
12 C 2.159 0.099 2.747  -0.16
13 C 3.381 0.434 3.281  0.05
14 C 3.950 1.651 2.924  0.02
15 C 3.269 2.489 2.056  0.00
16 C 2.042 2.088 1.554  -0.13
17 N 1.511 0.910 1.886  -0.05
18 H -0.986 -2.261 3.931  0.16
19 H -0.332 -3.277 2.655  0.15
20 H -3.063 -3.763 2.782  0.14
21 H -5.105 -3.244 1.461  0.14
22 H -5.140 -1.176 0.052  0.13
23 H -3.125 0.274 0.023  0.09
24 H 3.856 -0.253 3.969  0.14
25 H 4.908 1.947 3.331  0.14
26 H 3.669 3.453 1.776  0.13
27 H 1.452 2.725 0.908  0.09
28 C 0.993 -0.615 -3.512  -0.15
29 N 1.691 0.508 -2.886  -0.13
30 C 1.155 1.768 -3.401  -0.14
31 N -0.292 1.882 -3.212  -0.13
32 C -0.965 0.727 -3.810  -0.14
33 N -0.453 -0.547 -3.303  -0.13
34 C -0.824 -0.825 -1.927  -0.26
35 P -0.072 0.532 -0.923  0.98
36 C 1.703 0.421 -1.438  -0.26
37 C -0.638 2.038 -1.806  -0.33
38 H 1.381 -1.557 -3.123  0.14
39 H 1.186 -0.582 -4.583  0.15
40 H 1.370 1.806 -4.469  0.15
41 H 1.655 2.609 -2.920  0.14
42 H -0.798 0.746 -4.886  0.15
43 H -2.037 0.794 -3.628  0.14
44 H -0.402 -1.781 -1.608  0.11
45 H -1.905 -0.857 -1.792  0.09
46 H 2.114 -0.538 -1.115  0.11
47 H 2.285 1.224 -0.987  0.09
48 H -0.157 2.920 -1.381  0.09
49 H -1.714 2.165 -1.677  0.09
50 Cl -1.344 2.191 1.174  0.18

Values from the calculation:
LUMO energy in eV: -9.05
Gap between HOMO and LUMO in Eh: 0.2185
E_HOMO in eV: -15.00
Energy relative to the best compared isomer or geometry (same formula, charge and spin) in kcal/mol: 0.0
Charge: +2

Density functional theory data (ωB97M-V with the def2-TZVPD basis set) for C10H17AlBeCl3F2ILiO8P as an isolated structure at a distorted geometry.

Each line ends with the Löwdin charge.
CARTESIAN COORDINATES (ANGSTROEM)
1 O 1.167 0.371 4.974  -0.17
2 C 1.936 0.744 3.949  -0.08
3 O 2.126 0.028 2.680  -0.10
4 C 0.869 -0.520 2.146  -0.38
5 C 0.422 -1.955 2.880  -0.10
6 C 1.694 -2.810 3.462  -0.52
7 O 1.486 -3.472 4.633  -0.01
8 Cl 3.359 -3.002 2.670  0.55
9 C 1.207 -0.957 0.567  -0.09
10 C 2.540 -0.204 -0.024  -0.52
11 O 3.805 -0.576 0.189  -0.27
12 I 2.245 1.577 -1.330  0.89
13 P -0.608 0.727 2.187  0.81
14 O -1.633 0.526 0.984  -0.33
15 O -0.084 2.413 2.080  -0.21
16 O -1.578 0.518 3.661  -0.26
17 H 2.585 1.735 4.095  0.21
18 H -0.170 -2.628 2.103  0.16
19 H -0.308 -1.773 3.800  0.14
20 H 1.436 -2.128 0.580  0.15
21 H 0.293 -0.820 -0.151  0.12
22 H -0.004 2.797 3.010  0.07
23 H -1.395 1.295 4.285  -0.14
24 Al 2.437 3.608 -3.518  0.77
25 C -3.200 -0.160 -2.022  -0.05
26 C -1.793 0.268 -2.406  -0.27
27 O -1.045 -0.757 -3.053  -0.12
28 C -1.576 -1.258 -4.277  -0.20
29 C -1.721 -0.196 -5.353  -0.16
30 H -3.170 -1.043 -1.375  0.10
31 H -3.713 0.647 -1.490  0.09
32 H -3.801 -0.418 -2.898  0.08
33 H -1.244 0.529 -1.495  0.08
34 H -1.810 1.171 -3.024  0.08
35 H -2.528 -1.768 -4.095  0.14
36 H -0.880 -2.023 -4.631  0.14
37 H -2.422 0.589 -5.061  0.00
38 H -2.088 -0.643 -6.283  0.11
39 H -0.756 0.282 -5.552  0.02
40 F 3.595 4.018 -0.596  -0.82
41 Cl -0.522 1.628 5.807  0.58
42 Cl -1.359 2.411 -5.516  0.22
43 Li 2.121 5.847 -1.248  0.77
44 F -1.555 -3.117 3.568  -0.28
45 Be 5.642 -1.500 1.090  0.79

Values from the calculation:
LUMO energy in eV: -11.32
Gap between HOMO and LUMO in Eh: 0.0542
E_HOMO in eV: -12.79
Charge: +2

Density functional theory data (ωB97M-V with the def2-TZVPD basis set) for C51H44N11O2SSiTi as an isolated structure at a distorted geometry.

Each line ends with the Löwdin charge.
CARTESIAN COORDINATES (ANGSTROEM)
1 Ti 0.265 -0.627 0.082  1.06
2 C 3.741 1.840 1.212  -0.12
3 C 2.780 1.260 0.377  -0.15
4 N 1.586 0.947 0.849  0.03
5 C 1.287 1.348 2.103  -0.18
6 C 2.256 1.913 2.903  -0.06
7 N 3.506 2.123 2.475  0.11
8 C -0.134 1.237 2.498  -0.18
9 C -0.574 1.505 3.788  0.06
10 C -1.934 1.563 4.054  -0.12
11 C -2.794 1.405 2.970  0.04
12 C -2.284 1.093 1.722  -0.21
13 N -0.977 0.936 1.505  0.14
14 C -3.197 1.022 0.541  -0.22
15 C -3.999 -0.072 0.251  -0.08
16 N -4.826 -0.074 -0.792  0.10
17 C -4.829 1.018 -1.545  -0.12
18 C -4.032 2.117 -1.252  -0.11
19 N -3.224 2.127 -0.202  0.17
20 C -2.450 1.817 5.428  -0.15
21 C -1.632 1.715 6.549  -0.01
22 C -2.159 1.953 7.808  -0.14
23 N -3.428 2.284 8.033  0.06
24 C -4.210 2.380 6.961  -0.14
25 C -3.778 2.158 5.664  -0.01
26 H 4.728 2.055 0.824  0.11
27 H 2.999 0.990 -0.646  0.09
28 H 2.040 2.221 3.917  0.11
29 H 0.150 1.683 4.566  0.10
30 H -3.866 1.496 3.070  0.12
31 H -3.960 -0.972 0.853  0.10
32 H -5.486 1.026 -2.407  0.11
33 H -4.033 2.997 -1.883  0.11
34 H -0.592 1.433 6.470  0.11
35 H -1.523 1.870 8.683  0.11
36 H -5.244 2.652 7.146  0.10
37 H -4.486 2.271 4.856  0.10
38 C -3.137 -4.360 3.095  -0.11
39 C -3.296 -2.984 3.141  -0.09
40 C -2.281 -2.143 2.704  -0.04
41 C -1.093 -2.654 2.189  -0.29
42 C -0.931 -4.046 2.178  -0.03
43 C -1.938 -4.884 2.622  -0.08
44 N -0.069 -1.826 1.690  -0.06
45 C 1.194 -2.042 2.248  -0.27
46 C 1.436 -2.278 3.605  -0.03
47 C 2.735 -2.395 4.068  -0.10
48 C 3.812 -2.266 3.189  -0.10
49 C 3.590 -2.035 1.844  -0.02
50 C 2.282 -1.934 1.366  -0.24
51 N 1.941 -1.646 0.043  -0.16
52 N 2.925 -1.898 -0.818  0.04
53 C 2.737 -1.288 -2.008  -0.39
54 C 3.639 -1.600 -3.055  -0.03
55 C 3.490 -0.999 -4.271  -0.08
56 C 2.451 -0.074 -4.441  -0.08
57 C 1.639 0.205 -3.369  -0.12
58 N 1.741 -0.389 -2.161  0.09
59 H -3.929 -5.016 3.430  0.09
60 H -4.214 -2.558 3.530  0.10
61 H -2.393 -1.074 2.786  0.08
62 H -0.001 -4.457 1.805  0.12
63 H -1.793 -5.957 2.588  0.10
64 H 0.593 -2.375 4.279  0.11
65 H 2.917 -2.580 5.120  0.09
66 H 4.825 -2.343 3.564  0.09
67 H 4.400 -1.939 1.135  0.10
68 H 4.425 -2.313 -2.846  0.10
69 H 4.173 -1.213 -5.084  0.10
70 H 2.304 0.447 -5.376  0.10
71 H 0.867 0.952 -3.476  0.09
72 C 0.038 -3.709 -1.372  -0.16
73 Si -1.400 -2.605 -1.819  0.42
74 C -2.930 -3.207 -0.920  -0.15
75 C -1.730 -2.971 -3.636  -0.18
76 N -1.031 -0.928 -1.419  -0.17
77 C -1.270 0.208 -2.200  -0.37
78 C -2.019 0.212 -3.388  -0.05
79 C -2.186 1.365 -4.141  -0.10
80 C -1.621 2.571 -3.748  -0.11
81 C -0.893 2.598 -2.567  -0.11
82 C -0.731 1.447 -1.816  -0.12
83 H -0.249 -4.742 -1.596  0.04
84 H 0.313 -3.655 -0.320  0.00
85 H 0.928 -3.466 -1.957  0.03
86 H -3.193 -4.194 -1.317  0.04
87 H -3.783 -2.548 -1.095  0.01
88 H -2.785 -3.314 0.156  0.01
89 H -1.688 -4.061 -3.732  0.03
90 H -0.970 -2.552 -4.300  0.04
91 H -2.717 -2.662 -3.982  0.02
92 H -2.484 -0.695 -3.733  0.07
93 H -2.766 1.309 -5.055  0.10
94 H -1.745 3.464 -4.347  0.09
95 H -0.418 3.503 -2.206  0.07
96 H -0.155 1.578 -0.904  0.07
97 O 4.426 2.987 -7.230  0.08
98 C 4.838 2.378 -6.079  -0.50
99 O 5.716 1.556 -6.149  0.08
100 C 4.181 2.814 -4.830  -0.19
101 C 4.762 2.457 -3.613  -0.03
102 C 4.184 2.818 -2.415  -0.12
103 C 2.968 3.535 -2.351  -0.74
104 S 2.225 3.992 -0.858  0.52
105 C 2.389 3.873 -3.595  -0.14
106 C 2.980 3.529 -4.791  -0.06
107 H 3.807 3.692 -7.006  0.08
108 H 5.684 1.890 -3.631  0.12
109 H 4.686 2.565 -1.489  0.08
110 H 1.457 4.422 -3.594  0.08
111 H 2.453 3.797 -5.704  0.11

Values from the calculation:
LUMO energy (spin up / spin down) in eV: 0.76 / 0.76
Gap between HOMO and LUMO (spin up / spin down) in Eh: 0.1662 / 0.1665
E_HOMO (spin up / spin down) in eV: -3.76 / -3.77
Energy relative to the best compared isomer or geometry (same formula, charge and spin) in kcal/mol: 21.3
Charge: -1

Density functional theory data (ωB97M-V with the def2-TZVPD basis set) for one molecule with the formula C13H15N3O2S at a distorted geometry.

Each line ends with the Löwdin charge.
CARTESIAN COORDINATES (ANGSTROEM)
1 C -6.641 -1.090 -0.601  -0.10
2 H -6.815 -0.016 -0.698  0.08
3 H -6.294 -1.491 -1.562  0.09
4 O -5.717 -1.379 0.425  -0.16
5 C -4.424 -0.902 0.190  -0.16
6 C -4.298 0.603 0.319  -0.41
7 O -5.203 1.369 0.529  0.10
8 N -3.016 1.116 0.173  0.10
9 C -1.840 0.481 -0.077  -0.61
10 N -1.667 -0.781 -0.272  0.00
11 N -0.404 -1.116 -0.498  0.01
12 C 0.429 -0.147 -0.491  -0.59
13 C 1.889 -0.270 -0.688  -0.18
14 H 2.213 0.410 -1.479  0.12
15 H 2.105 -1.295 -0.993  0.13
16 C 2.653 0.065 0.607  -0.16
17 C 4.132 -0.064 0.379  -0.25
18 C 4.772 -1.280 0.575  -0.04
19 C 6.128 -1.408 0.333  -0.08
20 C 6.860 -0.320 -0.112  -0.09
21 C 6.229 0.896 -0.313  -0.09
22 C 4.872 1.021 -0.070  -0.05
23 H 4.384 1.973 -0.226  0.11
24 H 6.794 1.748 -0.659  0.10
25 H 7.919 -0.418 -0.300  0.10
26 H 6.616 -2.358 0.493  0.10
27 H 4.204 -2.131 0.924  0.11
28 H 2.407 1.085 0.912  0.10
29 H 2.331 -0.620 1.394  0.12
30 S -0.341 1.413 -0.169  1.08
31 H -2.967 2.124 0.281  0.15
32 H -3.776 -1.374 0.934  0.13
33 H -4.055 -1.197 -0.805  0.13
34 H -7.568 -1.582 -0.316  0.09

Values from the calculation:
LUMO energy in eV: 0.37
Gap between HOMO and LUMO in Eh: 0.3520
E_HOMO in eV: -9.21
Energy relative to the best compared isomer or geometry (same formula, charge and spin) in kcal/mol: 42.6